--- 1 ---
Density functional theory data (the ωB97M-V functional and the def2-TZVPD basis) for a cluster of 2 separate species, C4H8O2 in total.

## Properties
structure (SMILES): C=CO.CC=O
E_LUMO: 0.0304 hartree

Structure (ORCA input):
```
! wB97M-V def2-TZVPD RIJCOSX def2/J DEFGRID3
* xyz 0 1
C 2.7947 0.3556 0.9541
C 1.6301 0.8857 0.5910
O 1.3468 1.2287 -0.6905
C -1.3026 -0.2286 -0.6969
C -2.4334 -1.1582 -0.3885
O -1.3758 0.9792 -0.5777
H 3.5722 0.1705 0.2197
H 2.9882 0.1135 1.9925
H -2.1044 -1.8921 0.3566
H 0.8376 1.0778 1.3175
H 0.4046 1.4728 -0.7421
H -0.3544 -0.6893 -1.0350
H -3.2906 -0.5966 -0.0130
H -2.7129 -1.7191 -1.2877
*
```

--- 2 ---
Density functional theory data (the ωB97M-V functional and the def2-TZVPD basis) for a cluster of 2 separate species, C4H8O2 in total.

## Properties
structure (SMILES): C[C@@H]1CO1.C=O
E_LUMO: 0.0239 hartree

Structure (ORCA input):
```
! wB97M-V def2-TZVPD RIJCOSX def2/J DEFGRID3
* xyz 0 1
C 1.5262 0.6014 0.0983
C 0.8564 -0.6628 0.5699
O 0.0985 -0.6386 1.7681
C -0.5953 -0.8732 0.5586
C -1.5531 0.5579 -1.0721
O -1.7775 1.5524 -0.4165
H 0.8134 1.4304 0.0534
H 1.9637 0.4544 -0.8984
H 2.3363 0.8746 0.7815
H 1.4715 -1.5633 0.5423
H -1.0273 -1.8571 0.3460
H -2.2797 -0.2736 -1.1992
H -0.6062 0.3941 -1.6203
H -1.2269 0.0033 0.4883
*
```

Need the numbers? Relative energies in hartree: 1 0.0000; 2 0.0809.

--- 1 ---
Density functional theory data (the ωB97M-V functional and the def2-TZVPD basis) for the molecule C4H8O2.

## Properties
structure (SMILES): COCCC=O
E_LUMO: 0.0343 hartree

Structure (ORCA input):
```
! wB97M-V def2-TZVPD RIJCOSX def2/J DEFGRID3
* xyz 0 1
C -1.2620 1.5463 0.8444
O -0.6761 0.2793 0.6731
C 0.6398 0.4229 0.2026
C 1.2778 -0.9126 -0.1745
C 0.3520 -2.0080 -0.6470
O 0.6461 -3.1779 -0.5851
H -2.3114 1.3905 1.0955
H -1.2003 2.1348 -0.0856
H -0.7582 2.1045 1.6487
H 1.2694 0.9206 0.9568
H 0.6355 1.0774 -0.6844
H 1.9520 -1.3140 0.5879
H 1.8959 -0.6858 -1.0468
H -0.5991 -1.6763 -1.1068
*
```

--- 2 ---
Density functional theory data (the ωB97M-V functional and the def2-TZVPD basis) for a structure of composition C4H8O2.

## Properties
E_LUMO: 0.0114 hartree

Structure (ORCA input):
```
! wB97M-V def2-TZVPD RIJCOSX def2/J DEFGRID3
* xyz 0 1
O 1.7056 -1.3645 -0.4956
C 1.3638 -0.0103 -0.7180
C 0.3894 0.4903 0.3516
C -0.9618 1.1498 -0.0261
C -0.8755 -0.2842 0.3641
O -1.1869 -1.4230 -0.2414
H 0.8498 -1.8408 -0.5033
H 0.9125 0.1455 -1.7143
H 2.2961 0.5678 -0.6850
H 0.8263 0.8125 1.2963
H -1.1796 1.3378 -1.0788
H -1.3621 1.8874 0.6681
H -1.3000 -0.3562 1.7269
H -1.4518 -1.1330 1.1314
*
```

--- 3 ---
Density functional theory data (the ωB97M-V functional and the def2-TZVPD basis) for the molecule C4H8O2.

## Properties
structure (SMILES): C[C@H]1O[C@H]1CO
E_LUMO: 0.0387 hartree

Structure (ORCA input):
```
! wB97M-V def2-TZVPD RIJCOSX def2/J DEFGRID3
* xyz 0 1
C -1.7238 -0.4586 0.5773
C -0.3182 -0.2908 1.1343
O 0.9058 -0.9844 0.5511
C 0.7237 0.4125 0.4011
C 0.6495 0.6303 -1.0882
O 1.9721 0.5945 -1.5851
H -1.6761 -0.7627 -0.4730
H -2.3099 0.4766 0.5944
H -2.3085 -1.2005 1.1242
H 0.0716 -0.6764 2.0675
H 1.3982 1.1002 0.9126
H 0.2238 1.5937 -1.3613
H 0.0453 -0.1741 -1.5324
H 2.3465 -0.2603 -1.3224
*
```

Need the numbers? Relative energies in hartree: 1 0.0000; 2 0.1567; 3 0.0446.

--- 1 ---
Density functional theory data (the ωB97M-V functional and the def2-TZVPD basis) for a cluster of 2 separate species, C4H8O2 in total.

## Properties
structure (SMILES): C=C/C=C/O.O
E_LUMO: 0.0231 hartree

Structure (ORCA input):
```
! wB97M-V def2-TZVPD RIJCOSX def2/J DEFGRID3
* xyz 0 1
C -0.3194 -0.4278 -2.5273
C 0.0113 -1.0334 -1.3746
C -0.4540 -0.7459 -0.0092
C 0.5023 -0.6943 0.9417
O 0.3490 -0.1646 2.2283
H 0.2495 -0.7558 -3.3812
H -1.1958 0.2029 -2.5489
H 0.7664 -1.8345 -1.4507
H -1.2487 -0.0700 0.0077
H 1.5303 -0.9790 0.6581
H 0.9743 -0.4689 2.8705
H -0.5232 2.0276 2.2474
H -0.4168 2.2761 0.7404
O -0.2252 2.6675 1.5978
*
```

--- 2 ---
Density functional theory data (the ωB97M-V functional and the def2-TZVPD basis) for a cluster of 2 separate species, C4H8O2 in total.

## Properties
structure (SMILES): CCC=O.C=O
E_LUMO: 0.0286 hartree

Structure (ORCA input):
```
! wB97M-V def2-TZVPD RIJCOSX def2/J DEFGRID3
* xyz 0 1
C -1.0854 2.0535 0.5325
C 0.0346 -0.0635 -0.1484
C -1.2767 0.5567 0.2567
O 0.8205 -0.5115 0.6559
C 1.9962 -2.4210 -0.6205
O 2.2073 -2.0342 -1.7436
H -2.0367 2.5174 0.8077
H -0.3847 2.1917 1.3616
H -0.6935 2.5783 -0.3454
H 0.2724 -0.0837 -1.2346
H -1.6223 0.0579 1.1679
H 1.0462 -2.9221 -0.3456
H -2.0129 0.3995 -0.5392
H 2.7349 -2.3189 0.1951
*
```

--- 3 ---
Density functional theory data (the ωB97M-V functional and the def2-TZVPD basis) for the molecule C4H8O2.

## Properties
structure (SMILES): O[C@H]1C[C@@H](O)C1
E_LUMO: 0.0343 hartree

Structure (ORCA input):
```
! wB97M-V def2-TZVPD RIJCOSX def2/J DEFGRID3
* xyz 0 1
O 0.2197 -1.7485 1.4364
C 0.0561 -0.4414 0.9851
C 1.0099 0.1301 -0.0623
C -0.2427 0.9788 -0.5219
O -0.2545 1.1348 -1.9159
C -1.1557 -0.0664 0.1143
H 0.1357 -2.3244 0.6656
H 0.0983 0.2178 1.8533
H 1.2839 -0.6679 -0.7887
H 1.9459 0.6117 0.2517
H -0.2847 1.9525 -0.0192
H 0.6395 0.7897 -1.9361
H -1.3812 -0.8438 -0.6291
H -2.0749 0.2511 0.6100
*
```

--- 4 ---
Density functional theory data (the ωB97M-V functional and the def2-TZVPD basis) for the molecule C4H8O2.

## Properties
structure (SMILES): C[C@H]1[C@@H](O)[C@H]1O
E_LUMO: 0.0275 hartree

Structure (ORCA input):
```
! wB97M-V def2-TZVPD RIJCOSX def2/J DEFGRID3
* xyz 0 1
C -0.3216 0.0893 -1.3960
C -0.2473 0.9375 -0.1446
C -0.3345 0.2241 1.1703
O -0.9183 -1.0468 1.2542
C 1.0042 0.2792 0.4935
O 1.5088 -1.0106 -0.0276
H 0.0460 0.7067 -2.2202
H 0.4828 -0.7372 -1.2121
H -1.3076 -0.3243 -1.6076
H -0.5102 2.0237 -0.1167
H -0.4449 0.8150 2.0797
H -1.6836 -1.0662 0.6638
H 1.8788 0.8401 0.7639
H 0.9463 -1.7195 0.3502
*
```

Need the numbers? Relative energies in hartree: 1 0.0279; 2 0.0000; 3 0.0107; 4 0.0503.

--- 1 ---
Density functional theory data (the ωB97M-V functional and the def2-TZVPD basis) for the molecule C4H8O2.

## Properties
structure (SMILES): CO[C@@H](C)C=O
E_LUMO: 0.0369 hartree

Structure (ORCA input):
```
! wB97M-V def2-TZVPD RIJCOSX def2/J DEFGRID3
* xyz 0 1
C -1.1603 -0.3962 -1.5670
O -0.2299 0.4561 -0.9368
C 0.3847 -0.1305 0.1864
C 1.5422 0.7664 0.6065
C -0.6051 -0.2197 1.3382
O -0.5906 -1.0816 2.1813
H -1.5668 0.1524 -2.4183
H -0.6818 -1.3179 -1.9316
H -1.9913 -0.6763 -0.9006
H 0.7495 -1.1462 -0.0382
H 2.2453 0.8711 -0.2233
H 1.1784 1.7642 0.8729
H 2.0637 0.3394 1.4674
H -1.3381 0.6189 1.3633
*
```

--- 2 ---
Density functional theory data (the ωB97M-V functional and the def2-TZVPD basis) for the molecule C4H8O2.

## Properties
structure (SMILES): CCCC(=O)O
E_LUMO: 0.0262 hartree

Structure (ORCA input):
```
! wB97M-V def2-TZVPD RIJCOSX def2/J DEFGRID3
* xyz 0 1
O 1.6228 0.8194 -1.5621
C 0.7598 1.1861 -0.7942
O -0.0984 2.2840 -0.9920
C 0.4014 0.6069 0.4963
C -0.8276 -0.4213 0.5220
C -0.4137 -1.9286 0.2239
H 0.4949 2.9505 -1.4311
H 0.3298 1.5875 1.0696
H 1.2626 0.0849 0.9644
H -1.4591 -0.3562 1.4394
H -1.4364 0.0816 -0.2658
H -0.7969 -2.8424 0.7276
H 0.5930 -2.0141 0.4417
H -0.4323 -2.0383 -0.8398
*
```

Need the numbers? Relative energies in hartree: 1 0.0060; 2 0.0000.

--- 1 ---
Density functional theory data (the ωB97M-V functional and the def2-TZVPD basis) for the molecule C4H8O2.

## Properties
structure (SMILES): OC[C@H]1C[C@H]1O
E_LUMO: 0.0299 hartree

Structure (ORCA input):
```
! wB97M-V def2-TZVPD RIJCOSX def2/J DEFGRID3
* xyz 0 1
O -0.0381 1.8618 -1.4687
C 0.0621 0.4542 -1.3850
C -0.7168 -0.1691 -0.2478
C -0.0894 -1.4012 0.4616
C -0.2143 -0.0755 1.1406
O 0.9696 0.6452 1.2999
H 0.3715 2.2029 -0.6624
H 1.1078 0.1407 -1.3100
H -0.3488 0.0719 -2.3247
H -1.7984 -0.0147 -0.3558
H 0.9305 -1.7201 0.1651
H -0.7009 -2.2482 0.7622
H -0.9676 0.0814 1.9205
H 1.4328 0.1707 2.0045
*
```

--- 2 ---
Density functional theory data (the ωB97M-V functional and the def2-TZVPD basis) for a cluster of 2 separate species, C4H8O2 in total.

## Properties
E_LUMO (spin up / spin down): -0.0137 / -0.0139 hartree

Structure (ORCA input):
```
! wB97M-V def2-TZVPD RIJCOSX def2/J DEFGRID3
* xyz 0 1
O 2.3429 -0.9482 -0.2542
C 1.3846 -0.0659 -0.5198
C 0.5591 0.4494 0.5039
C -0.7608 1.1137 0.2091
C -1.1802 -0.1770 0.7595
O -1.7734 -1.1288 0.0738
H 2.1611 -1.4011 0.5845
H -0.5022 -0.6942 -2.1088
H 1.5023 0.3357 -1.5163
H 1.0658 0.6999 1.4437
H -0.9897 1.1651 -0.8490
H -1.0055 2.0087 0.7750
H -1.2399 -0.2967 1.8432
H -1.5641 -1.0604 -0.9445
*
```

Need the numbers? Relative energies in hartree: 1 0.0000; 2 0.1526.

--- 1 ---
Density functional theory data (the ωB97M-V functional and the def2-TZVPD basis) for the molecule C4H8O2.

## Properties
structure (SMILES): CCOC(C)=O
E_LUMO: 0.0360 hartree

Structure (ORCA input):
```
! wB97M-V def2-TZVPD RIJCOSX def2/J DEFGRID3
* xyz 0 1
C -2.2527 -0.5386 0.4906
C -1.1036 0.1340 -0.2247
O 0.1250 0.0967 0.5397
C 1.1277 0.6323 -0.1949
O 0.9126 1.4824 -1.0332
C 2.4945 0.0028 0.0327
H -1.9855 -1.5524 0.7988
H -2.5938 0.0303 1.3605
H -3.0904 -0.6139 -0.2152
H -0.8490 -0.4045 -1.1416
H -1.3444 1.1613 -0.5051
H 3.1399 0.5117 0.7597
H 2.9561 0.1253 -0.9453
H 2.4637 -1.0672 0.2779
*
```

--- 2 ---
Density functional theory data (the ωB97M-V functional and the def2-TZVPD basis) for the molecule C4H8O2.

## Properties
structure (SMILES): C[C@H](C=O)CO
E_LUMO: 0.0265 hartree

Structure (ORCA input):
```
! wB97M-V def2-TZVPD RIJCOSX def2/J DEFGRID3
* xyz 0 1
C -0.8228 -0.7747 0.7018
C -0.0964 0.4933 0.1467
C 1.2761 0.0846 -0.4132
O 1.7615 -1.0669 0.2513
C -1.0624 1.0383 -0.8942
O -1.9884 1.7724 -0.6467
H -1.6030 -0.4483 1.3800
H -0.2160 -1.5180 1.2275
H -1.2733 -1.3354 -0.1241
H 0.0083 1.2789 0.9106
H 1.1934 -0.1920 -1.4721
H 2.0132 0.9000 -0.3399
H 1.7205 -0.8739 1.1981
H -0.9106 0.6415 -1.9257
*
```

Need the numbers? Relative energies in hartree: 1 0.0000; 2 0.0343.